Entry 1:
# C5H8N2

C5H8N2 in the gas phase (ωB97M-V/def2-TZVPD, the OMol25 dataset).

Element x y z (Å)
C (2.30679, 0.20655, 0.00967)
N (0.89356, -0.07276, 0.08457)
C (0.34588, -1.31292, 0.21286)
C (-1.02458, -1.18993, 0.17361)
C (-1.32466, 0.19042, 0.00075)
N (-2.60751, 0.77939, -0.01148)
C (-0.12050, 0.85191, -0.05648)
H (2.85792, -0.69811, 0.28381)
H (2.60748, 0.50166, -1.00344)
H (2.58249, 1.00873, 0.70485)
H (0.97459, -2.18698, 0.33764)
H (-1.73410, -1.98928, 0.30349)
H (-3.28923, 0.26842, -0.56674)
H (-2.56770, 1.73349, -0.34243)
H (0.09955, 1.90940, -0.13066)

Force components x, y, z for each atom (eV/Å):
C 0.2 0.1 0.0
N -0.1 -0.2 0.0
C -0.1 0.1 0.0
C 0.0 0.0 0.0
C 0.2 -0.1 0.0
N -0.1 -0.1 -0.1
C 0.1 0.2 0.0
H -0.1 0.2 0.0
H -0.1 0.0 0.2
H -0.1 -0.2 -0.1
H -0.2 0.2 0.0
H 0.0 0.0 0.0
H 0.3 0.1 0.2
H -0.1 0.0 0.0
H 0.0 -0.2 -0.1

Computed properties:
- Structure (SMILES): Cn1ccc(N)c1
- Frontier orbital gap: 8.508 eV
- Net charge: 0
- Total energy: -8294.53194 eV

Here are the Mulliken charges for atoms 1 to 4, given in e:
1 C -0.859
2 N 0.179
3 C -0.254
4 C -0.897

***

Entry 2:
# C5H8N2

A 2-piece molecular cluster, C5H8N2 overall (ωB97M-V/def2-TZVPD, the OMol25 dataset).

Element x y z (Å)
C (-0.27417, -1.39062, 0.55481)
C (-0.60328, -0.23955, -0.33160)
C (-0.44754, -0.22867, -1.74828)
C (-2.00605, 0.02734, -1.31438)
N (-1.72279, 0.56294, -0.14660)
H (-0.89044, -2.24776, 0.25555)
H (0.78343, -1.64152, 0.44415)
H (-0.49027, -1.15767, 1.60113)
H (-0.11701, -1.13360, -2.25762)
H (-0.13847, 0.69869, -2.22297)
C (0.97819, 1.59533, 0.76404)
N (1.92853, 0.80031, 1.03600)
H (0.13543, 1.82854, 1.42078)
H (0.95005, 2.06362, -0.22109)
H (1.79356, 0.39780, 1.96626)

Force components x, y, z for each atom (eV/Å):
C 0.0 0.0 0.0
C 0.0 -0.3 0.0
C 0.3 -0.1 -0.1
C -0.2 0.2 0.1
N -0.1 -0.2 -0.3
H 0.1 0.0 0.1
H -0.2 0.0 0.0
H 0.0 0.0 -0.2
H -0.1 0.1 0.0
H -0.2 -0.1 0.1
C 0.2 -0.1 0.0
N -0.3 0.2 0.1
H 0.1 0.0 0.0
H 0.1 0.1 0.1
H 0.1 0.1 0.0

Computed properties:
- Structure (SMILES): C[C@]12CC1=N2.C=N
- Frontier orbital gap: 9.494 eV
- Net charge: 0
- Total energy: -8290.08139 eV

Here are the Mulliken charges for atoms 1 to 4, given in e:
1 C -1.527
2 C 1.068
3 C -0.177
4 C -0.484

***

Entry 3:
# C5H8N2

C5H8N2 in the gas phase at a distorted geometry (ωB97M-V/def2-TZVPD, the OMol25 dataset).

Element x y z (Å)
C (-1.33126, 0.02893, -1.33140)
C (-0.52117, -1.21126, 0.74244)
N (-0.21936, -0.65955, -0.65196)
C (0.49981, -0.13934, 0.55832)
C (0.30753, 1.28794, 1.03106)
C (1.91195, -0.52795, 0.51818)
N (3.00424, -0.91331, 0.56889)
H (-2.24894, -0.44776, -0.98478)
H (-1.35651, 1.09136, -1.07707)
H (-1.22767, -0.07469, -2.41602)
H (-0.01743, -2.18320, 0.79132)
H (0.40708, -1.14963, -1.28996)
H (-0.72506, 1.62081, 0.90070)
H (0.51940, 1.29916, 2.10540)
H (0.99422, 1.98449, 0.53550)

Force components x, y, z for each atom (eV/Å):
C -0.1 0.1 0.0
C 0.2 -0.2 0.1
N 0.0 0.1 -0.2
C 0.0 0.1 0.0
C -0.1 0.0 0.0
C 1.0 -0.5 0.1
N -1.1 0.5 -0.1
H 0.1 0.2 -0.1
H 0.1 -0.2 0.0
H 0.1 0.0 0.2
H -0.1 0.1 0.1
H -0.2 0.0 0.2
H 0.1 -0.2 0.0
H 0.0 0.0 -0.2
H -0.2 -0.1 0.0

Computed properties:
- Frontier orbital gap: 8.708 eV
- Net charge: 0
- Total energy: -8291.17973 eV

Here are the Mulliken charges for atoms 1 to 4, given in e:
1 C -0.899
2 C -0.720
3 N -0.007
4 C 1.041

***

Entry 4:
# C5H8N2

A 2-piece molecular cluster, C5H8N2 overall (ωB97M-V/def2-TZVPD, the OMol25 dataset).

Element x y z (Å)
C (0.87780, 0.34680, -1.53512)
C (0.22026, 0.47623, -0.18162)
C (-1.03426, -0.22121, 0.20459)
C (-1.75083, 0.21527, -0.96272)
N (-1.83777, 1.32927, -1.41446)
N (0.25709, -0.85951, 0.44338)
C (0.52938, -0.97327, 1.87309)
H (0.57698, -0.58539, -2.03622)
H (0.67483, 1.20369, -2.18060)
H (1.95982, 0.29481, -1.36850)
H (-0.74734, 1.72038, -0.64734)
H (-1.57902, 0.09580, 1.09099)
H (0.15886, -0.11390, 2.45189)
H (1.61289, -1.03705, 1.99980)
H (0.08130, -1.89191, 2.26285)

Force components x, y, z for each atom (eV/Å):
C 0.0 0.1 0.0
C 0.2 -0.2 -0.1
C -0.1 0.2 0.3
C 0.0 0.8 -0.4
N 0.3 -0.7 0.4
N 0.1 -0.2 0.0
C 0.0 0.0 0.2
H 0.0 0.1 0.1
H 0.0 -0.1 0.0
H -0.1 0.0 0.0
H -0.4 -0.1 -0.2
H 0.0 0.0 -0.1
H 0.0 -0.1 -0.1
H -0.1 0.0 0.0
H 0.0 0.1 -0.1

Computed properties:
- Frontier orbital gap (spin up / spin down): 8.376 / 8.379 eV
- Net charge: 0
- Total energy: -8287.34994 eV

Here are the Mulliken charges for atoms 1 to 4, given in e:
1 C -1.166
2 C -0.178
3 C 0.336
4 C -0.154

***

Entry 5:
# C5H8N2

C5H8N2 in the gas phase at a distorted geometry (ωB97M-V/def2-TZVPD, the OMol25 dataset).

Element x y z (Å)
C (-0.07369, 1.39882, 0.00723)
C (-2.12504, -0.04372, 0.32231)
N (-1.11114, -0.82117, -0.03074)
C (0.18804, -0.10692, -0.01940)
C (1.19254, -0.44050, -1.11080)
C (0.73088, -0.54457, 1.30042)
N (1.08069, -0.93820, 2.32893)
H (0.87692, 1.88998, 0.18793)
H (-0.49387, 1.70779, -0.95548)
H (-0.79565, 1.69337, 0.77120)
H (-2.71357, -0.61382, 1.03691)
H (-1.03446, -1.79098, 0.28870)
H (0.79877, -0.11898, -2.07874)
H (2.08934, 0.14260, -0.88757)
H (1.46760, -1.49764, -1.14431)

Force components x, y, z for each atom (eV/Å):
C 0.2 0.3 0.0
C 0.0 -0.4 0.3
N -0.3 0.5 0.7
C 0.2 0.1 0.1
C 0.0 0.0 -0.1
C 0.5 -0.1 0.7
N -0.2 0.3 -0.8
H 0.2 0.2 -0.1
H 0.1 0.0 0.2
H 0.3 -0.1 -0.1
H -1.1 -0.8 -0.5
H 0.0 0.2 -0.1
H 0.0 -0.1 0.1
H 0.0 -0.2 -0.2
H -0.1 0.1 0.0

Computed properties:
- Frontier orbital gap: 9.074 eV
- Net charge: 0
- Total energy: -8291.47588 eV

Here are the Mulliken charges for atoms 1 to 4, given in e:
1 C -1.486
2 C -0.554
3 N -0.095
4 C 1.376

***

Entry 6:
# C5H8N2

C5H8N2 in the gas phase at a distorted geometry (ωB97M-V/def2-TZVPD, the OMol25 dataset).

Element x y z (Å)
C (-0.79220, 1.29116, -1.99675)
C (-0.55310, 0.43099, -0.56571)
C (0.49330, -0.61316, -0.26944)
C (0.57471, -0.76478, 1.08154)
N (1.31866, -1.67051, 1.86792)
C (-0.36231, 0.21668, 1.63604)
N (-0.96915, 0.92855, 0.73580)
H (-0.10499, 2.11050, -2.03600)
H (-0.66469, 0.65208, -2.89937)
H (-1.82726, 1.69266, -2.11569)
H (-1.42744, 0.01682, -1.06519)
H (1.05493, -1.16848, -1.01113)
H (1.85428, -1.23013, 2.61102)
H (1.94782, -2.24014, 1.31452)
H (-0.54252, 0.34774, 2.71244)

Force components x, y, z for each atom (eV/Å):
C 0.9 0.3 0.7
C -1.0 -0.2 -1.4
C 0.0 0.3 -0.2
C 0.0 0.4 -0.7
N 0.0 0.2 -0.3
C -0.1 0.4 -0.5
N 0.1 0.0 -0.1
H 0.4 0.6 -0.3
H 0.3 0.1 1.0
H 0.7 -0.4 0.8
H -0.8 -1.9 1.6
H -0.1 0.0 0.0
H -0.3 0.0 -0.1
H -0.1 0.1 0.0
H 0.0 0.0 -0.5

Computed properties:
- Structure (SMILES): C[C@H]1C=C(N)C=N1
- Frontier orbital gap: 9.186 eV
- Net charge: 0
- Total energy: -8292.74545 eV

Here are the Mulliken charges for atoms 1 to 4, given in e:
1 C -1.139
2 C 0.279
3 C -0.542
4 C 0.754

***

Entry 7:
# C5H8N2

A 2-piece molecular cluster, C5H8N2 overall at a distorted geometry (ωB97M-V/def2-TZVPD, the OMol25 dataset).

Element x y z (Å)
C (2.42953, -0.38206, 0.09903)
C (-1.34004, -0.39510, 0.51048)
C (-0.40786, -1.64093, 0.15176)
C (-0.49727, 0.35259, -0.59249)
C (0.25658, 1.58857, -0.18512)
N (3.46978, -0.18078, 0.48418)
N (0.17413, -0.90018, -0.85053)
H (-2.28122, -0.67610, 0.22049)
H (-1.44584, 0.02009, 1.51172)
H (0.31636, -1.85976, 0.87485)
H (-1.03278, -2.51565, -0.22845)
H (-1.03284, 0.65601, -1.40791)
H (1.16137, 1.44669, 0.39222)
H (-0.53128, 2.41532, -0.00291)
H (0.76138, 2.07128, -0.97731)

Force components x, y, z for each atom (eV/Å):
C -4.9 -1.2 -2.1
C 2.0 -0.1 0.4
C -3.5 0.4 1.2
C 0.4 -1.1 3.6
C -1.0 1.7 -0.3
N 3.5 0.7 1.4
N 3.7 1.3 -2.8
H -2.5 -0.2 -1.0
H 0.6 0.0 0.0
H 0.7 -1.0 1.2
H 1.3 0.7 0.4
H -1.6 0.4 -2.6
H -0.6 -0.2 1.5
H 1.4 -1.4 0.9
H 0.3 0.1 -2.0

Computed properties:
- Frontier orbital gap (spin up / spin down): 8.682 / 7.528 eV
- Net charge: 0
- Total energy: -8287.92324 eV

Here are the Mulliken charges for atoms 1 to 4, given in e:
1 C -0.006
2 C -0.636
3 C -0.299
4 C 0.428

***

Entry 8:
# C5H8N2

C5H8N2 in the gas phase at a distorted geometry (ωB97M-V/def2-TZVPD, the OMol25 dataset).

Element x y z (Å)
C (1.62469, -1.14366, 0.78395)
N (0.52498, -0.54815, 0.18707)
C (0.48084, 0.89939, 0.05330)
C (-0.91784, 1.44246, -0.01027)
C (-1.82790, 0.62111, -0.58557)
C (-1.48755, -0.64114, -0.95796)
N (-0.38329, -1.25244, -0.45906)
H (1.72810, -2.18298, 0.25740)
H (2.55431, -0.64538, 0.62011)
H (1.47566, -1.22458, 1.91546)
H (1.16358, 1.22322, -0.86149)
H (1.26986, 1.23442, 0.84994)
H (-1.21189, 2.47509, 0.17496)
H (-2.81351, 1.12463, -0.68663)
H (-2.18005, -1.38199, -1.28120)

Force components x, y, z for each atom (eV/Å):
C 0.5 -3.7 0.9
N -3.0 2.2 -1.4
C 4.0 1.4 0.1
C 0.1 -0.7 -0.4
C -0.8 4.8 1.2
C 2.8 -4.3 1.1
N -1.3 0.3 -0.9
H -0.1 1.6 1.5
H 0.6 0.7 -0.3
H 0.3 -0.2 -1.4
H -1.5 -0.6 0.7
H -2.2 0.1 -0.7
H 0.5 -0.3 0.4
H 0.5 -1.1 -0.3
H -0.4 -0.2 -0.7

Computed properties:
- Structure (SMILES): CN1CC=CC=N1
- Frontier orbital gap: 8.151 eV
- Net charge: 0
- Total energy: -8291.91823 eV

Here are the Mulliken charges for atoms 1 to 4, given in e:
1 C -0.927
2 N 0.611
3 C -0.382
4 C -0.553